DFT (the ωB97M-V functional and the def2-TZVPD basis) results for a structure of composition C23H44N3O2P2Sm.

spin multiplicity: 6
⟨S²⟩: 8.78
electronic energy: -2557.65875 Eh
charge: +2
relative energy (zero: lowest compared OMol25 entry of this formula, charge and spin): 0.0 kcal/mol
HOMO (spin up / spin down): -13.9 / -13.8 eV

Structure (XYZ):
```
75
Properties=species:S:1:pos:R:3:forces:R:3
Sm 0.338634 0.114165 0.121072 0.4 0.5 -0.3
P -1.199395 2.321470 0.752235 0.5 -0.9 0.6
P 2.444107 -0.902865 -1.386434 0.1 0.5 1.4
N 0.600202 1.769903 -1.817706 0.4 0.0 0.3
C -1.553007 2.858540 -0.989938 -0.4 0.6 0.1
H -2.636513 2.744713 -1.154188 0.3 0.2 -0.1
H -1.328174 3.932525 -1.025908 -0.2 -0.1 0.0
C -0.800365 2.161378 -2.145682 0.4 -0.3 -0.4
H -1.349391 1.267207 -2.472161 0.1 0.1 0.1
H -0.734353 2.811240 -3.029127 -0.5 0.1 0.2
C 1.471377 1.318757 -2.981559 -0.3 0.4 0.7
H 2.387768 1.927483 -2.935990 -0.3 -0.3 -0.1
H 0.940757 1.579758 -3.909549 0.3 -0.2 0.1
C 1.808119 -0.188993 -2.975555 0.0 -0.7 -0.6
H 2.540393 -0.403496 -3.769827 -0.4 0.1 0.0
H 0.887284 -0.745679 -3.214263 0.2 0.0 -0.1
C 2.519172 -2.770235 -1.238881 -0.1 -0.2 -1.0
C 1.212303 -3.301215 -0.615784 -0.1 0.1 0.0
H 0.342367 -3.175471 -1.272092 0.1 0.0 0.1
H 0.998449 -2.802900 0.351415 0.1 -0.1 -0.2
H 1.311826 -4.370266 -0.374202 -0.1 0.3 -0.2
C 4.088469 -0.166044 -1.128514 0.1 0.1 -0.1
C 4.576384 -0.269864 0.333865 0.1 0.2 0.2
H 5.114407 0.657003 0.583787 -0.1 -0.4 0.0
H 5.259937 -1.113657 0.498973 -0.3 0.2 -0.1
H 3.747184 -0.339323 1.056682 0.3 0.0 -0.3
C -0.649601 3.702939 1.819722 0.5 0.4 -0.3
C -0.505394 3.333001 3.310268 0.1 -0.1 0.0
H 0.141660 4.093313 3.781484 -0.4 -0.3 -0.2
H -0.000640 2.364820 3.436528 -0.1 0.2 0.0
H -1.455902 3.304304 3.864534 0.3 0.1 -0.3
C -2.686987 1.492284 1.504809 0.0 0.3 -0.5
C -2.357517 0.637549 2.746368 -0.1 0.0 0.0
H -3.148944 -0.121561 2.870188 0.3 0.3 0.1
H -2.301278 1.247081 3.660339 0.0 -0.3 -0.3
H -1.406295 0.077017 2.671150 -0.2 0.3 0.0
C 1.174457 -0.470059 2.377868 2.7 -0.5 5.2
C 5.078002 -0.671190 -2.188997 0.5 0.3 -0.4
H 4.667577 -1.463173 -2.827570 0.1 0.0 0.2
H 5.345145 0.156285 -2.860750 0.1 -0.3 0.1
H 6.007254 -1.045640 -1.741322 -0.3 0.1 -0.1
C -1.397928 5.018885 1.565754 0.0 0.5 -0.2
H -1.567769 5.567864 2.505213 0.1 -0.1 -0.4
H -0.773486 5.636014 0.902352 -0.4 0.1 0.3
H -2.365742 4.900308 1.062258 0.1 0.0 0.3
C -3.809590 2.488263 1.762162 -0.6 -0.2 0.3
H -4.685609 1.942506 2.139599 0.1 0.2 -0.1
H -3.535100 3.235511 2.514529 0.0 -0.1 -0.1
H -4.116304 3.009645 0.849245 0.1 0.0 0.1
C 3.700227 -3.352138 -0.447540 0.2 0.1 0.2
H 3.721172 -3.012208 0.598158 -0.1 0.0 -0.3
H 3.583028 -4.447696 -0.411998 0.0 0.4 -0.1
H 4.671055 -3.140292 -0.900749 -0.1 0.0 0.1
H 2.603329 -3.111505 -2.283764 -0.1 -0.3 0.3
H -3.015194 0.795456 0.715971 0.0 0.2 0.0
H 3.901231 0.905173 -1.315379 -0.1 -0.3 0.1
H 0.386696 3.852356 1.460347 -0.3 -0.2 0.1
O 1.668924 -0.603458 3.416946 -2.0 0.5 -4.1
H 1.053321 2.611195 -1.440760 -0.2 -0.5 0.0
H 1.789203 1.396413 0.764431 0.0 0.1 0.5
N -3.942847 -4.799134 1.504590 0.4 0.5 -0.1
C -3.078092 -3.753093 1.600924 -0.3 -0.7 1.6
O -2.574185 -3.430830 2.677672 -0.2 0.1 -1.4
C -2.771710 -2.997925 0.349215 0.4 0.5 -0.5
C -3.335192 -3.264331 -0.910331 0.9 0.8 0.4
C -2.912099 -2.503816 -2.006508 -0.2 -0.3 -0.1
C -1.994251 -1.487295 -1.851989 0.2 -0.1 1.2
N -1.458767 -1.206358 -0.630823 -1.6 -1.6 -0.3
C -1.828401 -1.962670 0.451978 0.0 0.3 -1.4
H -4.140800 -5.311748 2.348520 0.0 0.0 0.0
H -4.351107 -5.127655 0.648848 0.0 0.0 0.0
H -4.066669 -4.044928 -1.045062 0.0 0.0 -0.1
H -3.273797 -2.726060 -2.998688 -0.2 0.0 0.0
H -1.648553 -0.885538 -2.697495 -0.2 -0.2 0.3
H -1.324473 -1.742017 1.417082 -0.6 -0.3 -0.5
```
Forces are in eV/Å.

These are the Löwdin partial charges, in e, on atoms 1 to 4:
1. Sm 1.082
2. P 0.917
3. P 0.917
4. N -0.203